# 1
2 unconnected molecules or ions with the total composition C3H4OSi, computed with ωB97M-V/def2-TZVPD.

Output
energy relative to the best compared isomer or geometry (same formula, charge and spin) = 2.676 eV
gap between HOMO and LUMO (spin up / spin down) = 6.581 / 7.900 eV
<S²> = 2.004
maximum force = 0.2650 Eh/bohr
E_tot = -13092.7546 eV

Geometry as ORCA input:
```
! RIJCOSX wB97M-V def2-TZVPD def2/J DEFGRID3
* xyz 0 3
C 1.30872 -1.16070 -0.16879
C 0.81820 -0.08153 -0.03051
C -0.72420 -3.73788 -0.51070
O -1.14704 -3.70414 -1.56602
Si -0.45249 1.34847 0.13556
H 2.22515 -1.77704 -0.23115
H 0.19142 2.61288 -0.18818
H -1.61749 0.81135 -0.64211
H -0.80882 1.37777 1.45212
*
```

Atomic partial charges in e from the Löwdin method, atoms 1 to 4: -0.05, -0.28, -0.01, 0.01

# 2
2 unconnected molecules or ions with the total composition C2H3IO2, computed with ωB97M-V/def2-TZVPD.

Output
energy relative to the best compared isomer or geometry (same formula, charge and spin) = 4.803 eV
gap between HOMO and LUMO (spin up / spin down) = 6.745 / 6.747 eV
maximum force = 0.1195 Eh/bohr
E_tot = -14313.7991 eV

Geometry as ORCA input:
```
! RIJCOSX wB97M-V def2-TZVPD def2/J DEFGRID3
* xyz 0 1
C -0.29269 -1.48522 0.31583
C -0.33352 -0.11995 0.12567
O -0.52034 -2.49700 0.81951
O 0.20196 -2.58721 -1.88902
I -0.61202 -4.21565 -1.53732
H -1.24808 0.14860 0.56076
H 0.58828 0.30633 0.52520
H -0.29007 0.25197 -0.85740
*
```

Atomic partial charges in e from the Löwdin method, atoms 1 to 4: -0.15, 0.03, 0.11, -1.12

# 3
A molecular structure, C11H14N2, computed with ωB97M-V/def2-TZVPD.

Output
energy relative to the best compared isomer or geometry (same formula, charge and spin) = 7.947 eV
gap between HOMO and LUMO = 8.787 eV
maximum force = 0.1361 Eh/bohr
E_tot = -14606.4731 eV

Geometry as ORCA input:
```
! RIJCOSX wB97M-V def2-TZVPD def2/J DEFGRID3
* xyz 0 1
C 2.60312 1.92953 -0.60063
C 3.08375 -0.62891 -0.35442
C 2.40483 -1.35959 1.10811
C 1.05676 -1.06804 0.64251
C 0.91169 0.19849 0.13480
C -1.47669 0.14452 0.09577
C -1.85132 -0.74125 -0.97057
C -3.40901 -0.79324 -1.05420
C -4.28940 -0.02633 -0.10042
C -3.63194 0.68436 0.90253
C -2.24862 1.01914 0.94119
H 3.00864 1.88242 -1.52769
H 3.19266 2.69269 -0.12818
H 1.62773 2.43847 -0.51390
H 2.88132 -1.50072 -1.35264
H 4.23805 -0.25785 -0.53195
H 2.59677 -2.44997 1.22803
H 2.56666 -0.46895 1.98530
H 1.01020 -1.88218 -0.11694
H 0.43118 -1.05967 1.36430
H -1.49035 -1.07049 -2.01171
H -3.93198 -1.39906 -1.82602
H -5.39937 0.00645 -0.16994
H -4.34701 0.96198 1.52379
H -1.54046 1.45967 1.71193
N 2.17506 0.52185 -0.36333
N -0.17227 0.76665 -0.01570
*
```

Atomic partial charges in e from the Löwdin method, atoms 1 to 4: -0.04, -0.11, -0.09, -0.27

# 4
A single C2H3NO2 molecule, computed with ωB97M-V/def2-TZVPD.

Output
energy relative to the best compared isomer or geometry (same formula, charge and spin) = 0.869 eV
gap between HOMO and LUMO = 10.721 eV
structure (SMILES) = O=CNC=O
maximum force = 0.1493 Eh/bohr
E_tot = -7706.9740 eV

Geometry as ORCA input:
```
! RIJCOSX wB97M-V def2-TZVPD def2/J DEFGRID3
* xyz 0 1
O -0.17169 2.05459 1.10432
C -0.05779 0.83595 1.02625
N 0.27103 0.30356 -0.31111
C 0.03835 -1.03099 -0.75078
O -0.71253 -1.86578 -0.14653
H -0.40269 0.04747 1.73665
H 0.74112 0.88664 -0.96052
H 0.29421 -1.23144 -1.69828
*
```

Atomic partial charges in e from the Löwdin method, atoms 1 to 4: 0.04, -0.21, 0.08, -0.23

# 5
A single C5H7NO2S molecule, computed with ωB97M-V/def2-TZVPD.

Output
energy relative to the best compared isomer or geometry (same formula, charge and spin) = 3.397 eV
gap between HOMO and LUMO = 8.508 eV
structure (SMILES) = C=C=CSC(N)=C(O)O
maximum force = 0.0811 Eh/bohr
E_tot = -21715.1516 eV

Geometry as ORCA input:
```
! RIJCOSX wB97M-V def2-TZVPD def2/J DEFGRID3
* xyz 0 1
C -0.94651 -1.06079 -1.04462
C -1.58521 0.04282 -0.99307
C -1.89397 1.12421 -0.42331
S -0.68826 1.75501 0.73713
C 0.35823 0.35727 0.74234
N 0.21653 -0.68018 1.77065
C 1.41157 0.30316 -0.09812
O 2.29897 -0.64572 -0.19171
O 1.61464 1.24255 -1.04349
H -0.09302 -1.07228 -1.72517
H -1.17413 -2.12161 -0.78413
H -2.73820 1.60760 -0.83060
H 1.02025 -0.77521 2.32887
H -0.69903 -0.57368 2.09778
H 1.86142 -1.43933 0.19109
H 1.03671 1.93619 -0.73364
*
```

Atomic partial charges in e from the Löwdin method, atoms 1 to 4: 0.00, -0.23, -0.39, 0.97

# 6
A molecular structure, C32H48Ca2F3O23, computed with ωB97M-V/def2-TZVPD.

Output
gap between HOMO and LUMO (spin up / spin down) = 5.057 / 2.271 eV
<S²> = 0.755
maximum force = 0.1329 Eh/bohr
E_tot = -126046.6174 eV

Geometry as ORCA input:
```
! RIJCOSX wB97M-V def2-TZVPD def2/J DEFGRID3
* xyz 4 2
Ca 8.56598 -11.45206 -3.80763
Ca 4.54865 -13.23426 -4.09059
C 5.90719 -10.05954 -3.25315
O 7.23761 -9.67925 -2.88114
O 6.06650 -11.35810 -3.72153
C 5.03946 -9.78751 -1.94938
F 5.48287 -10.58856 -0.96160
F 4.76081 -8.49234 -1.61681
F 3.80439 -10.23043 -2.27536
C 7.53122 -8.27945 -2.97889
C 8.85987 -8.32549 -2.53297
H 8.87585 -8.92618 -1.62356
H 9.55170 -8.74753 -3.26191
H 9.20484 -7.34668 -2.19976
H 6.96776 -7.73498 -2.22116
H 7.41854 -7.80243 -3.95247
H 5.54060 -9.42019 -4.05623
C 7.03832 -4.21143 -7.10912
C 8.15376 -3.90622 -6.05769
C 9.07515 -5.08475 -5.72443
O 10.29967 -4.61065 -6.16124
C 10.26427 -3.29933 -6.54326
O 11.19963 -2.60988 -6.99641
O 8.96354 -2.90501 -6.60230
H 7.55586 -4.70029 -7.93450
H 6.51516 -3.29833 -7.39310
H 6.39742 -5.05004 -6.83693
H 7.60380 -3.62961 -5.15817
H 8.76024 -5.87265 -6.40863
H 9.02284 -5.43843 -4.69473
C 5.43389 -1.79206 -0.64160
C 6.82923 -1.86552 -1.30437
C 8.05285 -1.68303 -0.35879
O 8.55148 -2.99949 -0.20384
C 7.91599 -3.90405 -1.12719
O 8.14036 -5.07664 -1.34401
O 7.11291 -3.12592 -1.97297
H 5.01772 -0.82732 -0.93173
H 5.43605 -1.80442 0.44833
H 4.73599 -2.56366 -0.96667
H 6.88879 -1.12484 -2.10184
H 7.61549 -1.32938 0.57489
H 8.71409 -0.91144 -0.75313
C 3.32383 -2.41049 -5.26945
C 3.58101 -3.36038 -4.06655
C 2.71876 -4.58471 -3.83083
O 3.70427 -5.64892 -3.90379
C 4.92443 -5.18741 -4.03099
O 5.96188 -5.83517 -3.87865
O 4.90226 -3.83336 -4.21446
H 3.44266 -2.91057 -6.23065
H 4.12613 -1.67909 -5.17209
H 2.32856 -1.97337 -5.18904
H 3.63261 -2.89050 -3.08439
H 1.89658 -4.74603 -4.52804
H 2.28193 -4.78441 -2.85237
C 4.34846 -13.57652 2.50381
C 4.30463 -14.30407 1.18840
C 3.03271 -14.86701 0.74419
O 2.69392 -14.49750 -0.53433
C 3.64389 -13.72461 -0.90271
O 3.66013 -13.11181 -1.94338
O 4.44533 -13.36478 0.15444
H 5.29430 -13.07563 2.71023
H 4.05502 -14.33466 3.22990
H 3.70932 -12.73010 2.75516
H 5.12600 -15.00264 1.02887
H 2.23616 -14.38707 1.31276
H 3.03833 -15.95537 0.80363
C 14.31426 -11.99385 -2.04541
C 13.96216 -10.80969 -3.00261
C 14.32830 -11.01565 -4.50080
O 13.08267 -10.71433 -5.15089
C 12.07814 -10.41632 -4.29760
O 10.93914 -10.21987 -4.64596
O 12.52611 -10.54616 -3.06828
H 15.37938 -11.82100 -1.89131
H 14.18559 -13.04957 -2.28412
H 13.74842 -11.98999 -1.11379
H 14.53306 -9.97491 -2.59602
H 14.66080 -12.04781 -4.61121
H 15.09109 -10.26057 -4.69080
C 7.32360 -9.99080 1.40917
C 6.43089 -8.81234 1.32156
C 4.95334 -9.12627 1.68787
O 4.67523 -8.26344 2.79233
C 5.84779 -7.77078 3.19952
O 5.96870 -7.11158 4.21089
O 6.81008 -8.03325 2.41769
H 8.04455 -9.94279 0.59306
H 6.88137 -10.97738 1.27063
H 7.93737 -10.23908 2.27505
H 6.63824 -8.47136 0.30724
H 4.67323 -10.14455 1.95759
H 4.24837 -8.80263 0.92212
C 11.51451 -8.07985 1.10122
C 11.72876 -9.47459 0.55846
C 11.19252 -10.61320 1.52912
O 10.74457 -11.59538 0.57043
C 10.49695 -10.90945 -0.46951
O 9.82892 -11.39824 -1.40516
O 11.02158 -9.76171 -0.55258
H 11.85228 -8.00558 2.13490
H 10.48149 -7.74449 1.19340
H 11.89499 -7.29536 0.44705
H 12.76049 -9.74528 0.33404
H 10.33637 -10.32430 2.13874
H 11.96754 -10.91272 2.23462
*
```

Atomic partial charges in e from the Löwdin method, atoms 1 to 4: 1.68, 1.76, -0.38, -0.25